DFT (wB97M-V/def2-TZVPD) results for C33H36ClINOPS3Sr as an isolated structure.

```
! wB97M-V def2-TZVPD RIJCOSX def2/J DEFGRID3
* xyz 0 1
C -0.125 -2.307 -5.173
C -1.740 0.634 -5.066
H 4.733 1.322 5.604
Cl -0.417 -2.311 -6.901
C 2.993 4.054 0.086
H -1.967 -3.295 -4.708
H 5.862 -3.168 0.228
C -6.171 -1.199 0.210
H 1.574 -2.049 -0.668
H -2.860 -0.991 2.950
C 1.214 3.171 -1.281
C 4.206 -2.758 1.532
C 1.045 -1.760 -4.668
H 4.266 -3.712 2.040
H -7.153 -1.478 -0.175
C -1.061 0.757 -3.724
H 4.246 0.412 3.368
P 1.756 0.500 1.685
C -0.837 -2.826 -2.946
C 3.223 -1.849 1.884
C 1.505 2.295 5.325
H -1.067 0.320 -5.859
H 0.558 3.356 -2.129
C -4.290 1.455 2.576
H 3.510 2.851 1.779
C -1.062 -2.855 -4.308
I -2.558 2.520 -5.653
H -5.979 -1.856 1.059
H -6.073 0.501 3.196
H 2.183 -1.314 -2.918
C 4.031 -0.317 0.221
S -2.603 1.169 1.938
C 1.228 1.773 4.072
C 1.938 1.953 0.599
H -4.594 2.397 2.118
C 2.211 1.096 3.350
H -2.045 -2.162 0.497
C 2.144 4.166 -1.009
C 2.767 2.132 5.881
C 0.327 -2.260 -2.380
C -2.390 -0.636 2.033
C 3.131 -0.615 1.239
H 3.718 4.828 0.307
H 0.756 1.272 -2.897
H 5.701 -0.995 -0.938
Sr -0.687 0.029 -0.155
C 5.101 -2.453 0.514
C 3.747 1.451 5.176
H -1.591 -3.240 -2.283
C 1.063 1.997 -0.511
H -4.176 1.632 3.645
C 0.526 -2.177 -0.950
H 0.239 1.898 3.642
H 0.735 2.825 5.872
H -4.952 -0.614 2.459
H 2.984 2.534 6.863
C 2.877 2.944 0.903
N 0.194 1.219 -3.738
H -2.569 -0.056 -4.980
H 0.677 1.290 -4.616
C 3.473 0.938 3.915
H -5.466 -0.928 -1.814
H -1.320 -0.772 2.224
H 2.201 5.042 -1.646
C 5.010 -1.235 -0.140
S -3.527 -0.648 -0.612
C -5.136 -1.406 -0.891
C -5.363 0.391 2.376
O -1.659 0.423 -2.709
H 1.787 -1.358 -5.347
S -6.314 0.495 0.829
H 2.514 -2.100 2.665
H 0.094 -3.030 -0.416
H -5.016 -2.471 -1.100
C 1.264 -1.744 -3.301
C -2.867 -1.525 0.840
H -3.638 -2.201 1.207
H 3.958 0.630 -0.299
*
```

Values from the calculation:
Lowest unoccupied orbital energy, hartree: -0.00147
HOMO-LUMO gap, eV: 6.107
HOMO level, eV: -6.147
Energy above the lowest of the compared OMol25 structures with the same formula, charge and spin, kJ/mol: 58.9



DFT (wB97M-V/def2-TZVPD) results for a 10-piece molecular cluster, C37H68Cl18N2O4P overall.

```
! wB97M-V def2-TZVPD RIJCOSX def2/J DEFGRID3
* xyz 1 1
H 1.193 -0.578 3.191
H -0.743 0.077 2.336
H 2.942 1.819 -6.285
C 2.439 -4.437 6.410
Cl -0.106 2.174 6.432
H -6.164 5.338 -7.344
O 2.870 -4.695 0.992
C 2.996 -5.044 7.669
Cl 4.602 2.545 6.145
H -2.196 -0.487 -0.806
C 2.718 -3.275 -1.972
H -11.053 5.442 -1.112
C 4.804 0.731 -6.301
H -1.735 1.656 8.060
C 1.219 0.428 -3.381
H -2.967 -0.882 -3.806
C -10.318 6.241 -1.157
H 1.910 -5.194 5.834
H -10.825 7.158 -1.452
C -9.651 6.450 0.176
H 4.092 2.327 -7.523
H -5.584 2.269 -0.162
C -5.345 4.695 -7.662
H 6.342 -3.592 0.589
Cl 8.121 3.582 1.776
C 6.606 -4.378 -0.114
H 3.812 0.385 6.620
H 0.850 0.244 -6.018
C 7.411 2.636 3.107
H -3.077 -0.740 2.800
H -10.381 6.814 0.895
Cl -8.981 4.939 0.852
H -5.491 -0.784 0.213
H 0.642 -2.965 -3.609
N -1.500 -1.520 1.163
C 7.214 1.192 2.731
H -8.843 7.173 0.108
H -0.330 1.474 -6.226
H 2.971 -4.237 -1.568
H 5.364 1.417 -5.669
H 3.852 0.650 4.117
H -2.740 -3.052 -1.705
C -2.854 0.162 2.244
H -4.531 3.227 -1.205
Cl 4.191 -0.572 -5.242
H 8.720 -4.404 0.303
C -0.062 0.636 -5.607
C -5.434 2.623 -1.179
O 3.966 -2.753 0.857
H 2.337 0.006 4.744
H -1.432 0.548 0.737
Cl 5.938 0.992 1.494
H -3.618 0.631 0.287
H -1.350 -0.448 -2.294
H -5.255 3.759 -5.744
H 1.555 -1.195 -4.792
Cl 1.266 -3.137 6.753
Cl -2.275 -0.420 6.106
H 8.097 2.702 3.949
Cl 2.054 2.157 3.881
Cl 8.234 -6.502 -0.651
C 7.863 -5.071 0.340
C 0.440 -1.994 -3.184
C -6.644 3.411 -1.612
C 3.374 1.250 6.125
H -5.759 3.860 -8.220
C -4.876 -0.861 1.096
H -1.604 -2.142 1.952
C -1.686 -1.104 -1.513
O 1.389 -3.943 3.202
H -0.870 -0.072 -5.699
C 0.628 -2.460 0.942
H -5.551 -1.001 1.926
C -2.625 -2.081 -2.143
Cl 2.865 0.449 -8.201
O 1.616 -1.436 3.313
H 2.522 1.586 6.705
H -4.638 1.151 1.627
C -4.577 4.225 -6.456
H -0.105 1.245 8.589
H 8.127 0.751 2.343
Cl -5.145 1.174 -2.190
H 5.772 -5.071 -0.181
H -4.301 -1.767 0.982
P 0.615 -2.608 2.810
H 3.579 -2.628 -1.919
C -0.994 -0.239 7.337
H 0.310 2.150 -4.190
H 7.738 -5.417 1.365
C -3.269 -1.727 -3.225
H 5.491 0.285 -7.015
C 0.513 -2.155 -1.719
C -0.434 -1.915 0.374
N -0.484 -1.751 -0.930
C -4.005 0.361 1.261
H -0.843 1.035 -3.610
C 3.689 1.467 -6.994
H 2.349 -3.829 3.252
Cl -6.428 4.214 -3.182
H 2.435 -3.359 -3.000
H -4.072 5.049 -5.960
H 2.139 0.967 -3.533
C 0.081 1.096 -4.163
H 6.901 0.625 3.606
Cl -9.166 5.851 -2.466
H -1.293 -0.836 8.196
C 1.633 -2.871 0.160
H 6.472 3.104 3.390
H -2.780 0.940 2.984
C 1.562 -2.734 -1.168
H -7.525 2.779 -1.684
Cl -4.332 5.652 -8.773
H 2.446 -1.264 -3.343
H 2.203 -5.359 8.342
C -0.800 1.196 7.753
H -6.844 4.194 -0.887
C -1.508 -0.111 1.586
H -4.127 -2.288 -3.520
H 0.991 0.497 -2.321
H 4.007 -2.026 0.222
Cl 4.047 -3.906 8.549
C 1.481 -1.015 -3.738
Cl -3.350 3.001 -6.874
H -0.527 -1.712 -3.556
C 2.864 -3.504 0.703
C 2.977 0.877 4.723
H -0.080 -0.661 6.929
H 3.229 -4.021 5.789
H 3.603 -5.912 7.419
Cl 6.802 -3.595 -1.708
*
```

Values from the calculation:
Lowest unoccupied orbital energy, hartree: -0.12405
HOMO-LUMO gap, eV: 8.168
HOMO level, eV: -11.543



DFT (wB97M-V/def2-TZVPD) results for an isolated ion of composition H4NOP2 and charge -1.

```
! wB97M-V def2-TZVPD RIJCOSX def2/J DEFGRID3
* xyz -1 1
P -1.627 -0.629 -0.020
H 2.011 0.032 -0.998
H -1.765 -1.583 -1.158
H -1.592 -1.727 1.049
P 1.252 -0.325 0.147
O -2.700 0.322 0.125
N -0.342 0.319 -0.060
H 1.840 0.846 0.719
*
```

Values from the calculation:
SMILES string: [O-][PH2]=NP
Lowest unoccupied orbital energy, hartree: 0.17583
HOMO-LUMO gap, eV: 8.474
HOMO level, eV: -3.690
Energy above the lowest of the compared OMol25 structures with the same formula, charge and spin, kJ/mol: 51.7



DFT (wB97M-V/def2-TZVPD) results for a 2-piece molecular cluster, C4H13NO overall.

```
! wB97M-V def2-TZVPD RIJCOSX def2/J DEFGRID3
* xyz 0 1
H 2.382 2.232 -0.745
H 1.611 0.787 1.124
C -1.881 -0.396 1.483
O -2.330 -1.059 -0.789
H 0.685 2.461 -0.227
H 2.309 -1.382 0.283
H 1.040 1.507 -1.662
H -2.476 -1.267 1.761
H 1.968 -0.792 -1.351
H -2.552 0.466 1.542
H 0.446 0.159 0.117
N 1.430 0.549 0.156
H 3.343 -0.149 -0.438
H -1.037 -0.251 2.163
C -1.451 -0.588 0.018
H -0.437 -1.177 0.034
H -1.031 0.485 -0.295
C 1.393 1.779 -0.675
C 2.320 -0.505 -0.365
*
```

Values from the calculation:
Lowest unoccupied orbital energy, hartree: -0.00537
HOMO-LUMO gap, eV: 6.196
HOMO level, eV: -6.342
Energy above the lowest of the compared OMol25 structures with the same formula, charge and spin, kJ/mol: 383.3



DFT (wB97M-V/def2-TZVPD) results for C17H33BCdN6Si2 as an isolated structure.

```
! wB97M-V def2-TZVPD RIJCOSX def2/J DEFGRID3
* xyz 2 1
H 1.591 -2.965 0.348
H -2.116 4.455 -1.752
C 1.240 2.313 0.867
C 3.172 -1.192 2.578
H 3.784 -1.716 3.328
C 0.148 -0.346 2.218
H -0.128 -2.866 4.293
H -2.303 -2.071 0.999
H 2.311 -0.356 0.072
N 0.698 -0.186 -1.307
H 3.313 -0.122 2.758
C 1.497 1.995 3.895
H -0.359 0.202 -4.637
H 1.515 -3.435 4.525
H 1.048 -1.858 5.139
H -0.992 2.466 -5.436
C -2.277 -2.714 -2.015
H 1.460 3.080 4.081
H 2.069 0.403 -4.191
N 0.657 0.143 -2.639
C -1.113 2.556 2.532
C -3.010 -1.235 0.725
H -3.871 -1.757 0.303
C 2.804 -0.004 -2.092
H -1.838 2.138 3.238
N -1.569 -1.571 -1.850
H 0.468 -3.843 1.439
C -1.251 2.750 -4.424
H -1.618 2.681 1.565
H -3.315 -0.729 1.646
H -2.558 -3.338 -1.170
H 0.675 2.066 -0.042
Cd -0.702 -1.407 0.382
H 3.616 -1.419 1.598
Si 1.376 -1.761 2.636
N -1.173 1.847 -3.398
H -1.843 4.893 -4.426
H 2.230 -3.901 1.719
H 2.278 2.005 0.705
H 3.877 -0.010 -2.123
H 2.559 1.734 3.804
Si 0.459 1.520 2.382
C -1.809 3.746 -2.507
C -2.595 -2.877 -3.366
H 1.234 3.409 0.955
C 2.004 -0.223 -0.961
H -2.124 -1.423 -5.033
C -2.116 -1.735 -4.002
B -0.657 0.336 -3.453
C 0.921 -2.541 4.289
N -1.526 -0.932 -3.078
C -1.667 3.976 -3.900
H -0.743 -0.486 2.879
C 1.397 -3.247 1.400
H 1.123 1.518 4.811
N -1.500 2.478 -2.219
H -0.872 3.567 2.895
H -3.105 -3.719 -3.797
H -2.692 -0.505 -0.051
C 1.916 0.215 -3.137
*
```

Values from the calculation:
Lowest unoccupied orbital energy (alpha / beta), hartree: -0.34446 / -0.36005
HOMO-LUMO gap (alpha / beta), eV: 5.234 / 4.815
HOMO level (alpha / beta), eV: -14.608 / -14.613



DFT (wB97M-V/def2-TZVPD) results for a 4-piece molecular cluster, C23H41F5INO6 overall.

```
! wB97M-V def2-TZVPD RIJCOSX def2/J DEFGRID3
* xyz 0 1
H -2.125 4.306 1.307
H 3.069 0.237 -6.660
H -1.439 -5.025 2.686
H -2.176 -6.011 0.600
C 2.213 2.942 -0.483
C 2.189 0.825 -4.745
C 0.710 1.527 3.177
C -0.396 5.451 0.494
H 0.737 -2.460 4.632
C 0.310 -4.470 3.849
O -0.303 -3.605 1.726
H 1.156 -2.263 2.273
C -0.118 2.229 0.074
H 5.371 4.310 -0.678
H -2.204 2.369 -2.161
N 0.461 4.582 -0.315
H -1.093 2.391 0.567
H -0.398 6.433 -0.012
H 1.385 -4.645 3.760
H 1.072 -1.610 -6.732
H 3.051 -1.029 -5.426
C -3.483 -5.502 -1.080
C -1.895 5.028 0.510
I 5.602 1.564 -0.733
C -4.210 -5.392 1.163
H -5.260 -3.649 0.403
H 0.647 0.096 -6.914
H 2.015 1.822 -5.164
H -0.040 5.645 1.518
H -3.527 -6.567 -1.332
H -0.973 -2.821 4.365
H -4.134 -4.910 2.138
C 2.491 -0.186 -5.839
O -4.820 -4.989 -1.089
C 0.541 2.988 2.652
H -0.902 0.939 -1.427
H -2.890 -4.990 -1.839
H -2.221 4.631 -0.458
H 3.335 4.592 0.509
C -0.432 1.941 -1.406
H 2.105 3.333 -1.505
C -2.945 -5.290 0.326
H -2.461 5.948 0.734
H 0.443 1.874 -2.064
C 4.654 3.495 -0.834
H 0.494 -1.584 -4.379
F -0.197 1.870 5.367
F -0.450 0.891 2.844
C 0.126 -2.512 2.549
F 1.726 0.879 2.602
C 0.370 -0.631 -4.905
C -5.238 -4.735 0.256
O 1.352 3.517 1.706
C -0.380 -4.791 2.532
H 2.986 0.893 -4.003
H 2.328 1.849 -0.462
H 1.217 5.084 -0.763
O -1.379 2.837 -1.993
H -0.506 -1.642 2.364
C 0.037 -2.979 3.979
H -2.519 -4.287 0.417
H 4.258 3.632 -1.851
F 1.925 2.138 5.069
O -0.295 3.611 3.163
C 0.910 3.363 0.316
H 0.324 1.303 0.488
H -0.062 -5.062 4.684
H -4.468 -6.443 1.321
C 1.096 -0.638 -6.240
C 0.853 1.446 4.731
H -0.697 -0.428 -5.007
H -6.245 -5.126 0.406
F 1.028 0.169 5.079
O 0.978 0.394 -4.111
H 0.087 -5.624 2.004
C 3.476 3.547 0.188
H 3.751 2.977 1.086
*
```

Values from the calculation:
SMILES string: CCN[C@@](CCO)(CCCI)OC(=O)C(F)(F)C(F)(F)F.C1CCOC1.C1CCOC1.C1CCOC1
Lowest unoccupied orbital energy, hartree: 0.01443
HOMO-LUMO gap, eV: 9.612
HOMO level, eV: -9.219



| no. | strongest force on any atom (Eh/bohr) |
| --- | --- |
| 1 | 0.0352 |
| 2 | 0.0812 |
| 3 | 0.0835 |
| 4 | 0.0143 |
| 5 | 0.0819 |
| 6 | 0.0641 |